Arrangement w

Molecular formula: C9H13N3
Method: DFT, ωB97M-V with the def2-TZVPD basis set

Each line ends with the Löwdin charge.
Cartesian coordinates (Å):
1 C -1.33 -1.32 -1.76  -0.024
2 C -1.99 -0.07 -1.47  -0.017
3 C -0.10 -1.58 -1.35  -0.008
4 C -1.41 0.88 -0.75  -0.008
5 C -0.11 0.71 1.30  -0.171
6 C 1.01 -1.19 0.79  -0.180
7 C 0.72 -0.58 -0.54  -0.115
8 C 0.00 0.76 -0.19  -0.342
9 C 0.82 1.98 -0.66  0.029
10 N 0.45 -0.44 1.77  0.254
11 N -0.66 1.59 2.06  0.325
12 N 1.66 -2.29 1.00  0.317
13 H -1.86 -2.04 -2.38  0.134
14 H -2.98 0.09 -1.88  0.134
15 H 0.41 -2.50 -1.60  0.122
16 H -1.90 1.82 -0.56  0.128
17 H 1.64 -0.39 -1.10  0.183
18 H 1.83 1.96 -0.24  0.109
19 H 0.35 2.91 -0.37  0.100
20 H 0.89 1.96 -1.74  0.121
21 H 0.49 -0.68 2.76  0.210
22 H -1.06 2.44 1.67  0.172
23 H -0.74 1.50 3.07  0.176
24 H 2.08 -2.81 0.24  0.176
25 H 1.79 -2.69 1.93  0.175

Its LUMO energy is -0.314 Ha. For the orbital gap, the calculation gives 7.79 eV. The SMILES is C[C@@]12C=CC=C[C@@H]1C(=[NH2+])NC2=[NH2+]. The net charge is +2.



Arrangement x

Molecular formula: C9H13N3
Method: DFT, ωB97M-V with the def2-TZVPD basis set

Each line ends with the Löwdin charge.
Cartesian coordinates (Å):
1 C 3.70 -0.98 -0.12  0.006
2 C 3.07 -0.51 -1.28  -0.026
3 C 2.98 -0.91 1.05  -0.044
4 C 1.82 0.01 -1.23  -0.055
5 C 1.71 -0.41 1.07  -0.024
6 C 1.13 0.04 -0.09  -0.245
7 C -1.23 -0.37 0.00  0.052
8 C -0.46 1.80 0.58  -0.092
9 C -3.45 -1.22 -0.43  -0.039
10 N -2.47 -0.22 -0.28  0.084
11 N 0.42 2.77 0.62  0.243
12 N -0.25 0.61 0.13  0.040
13 H 4.76 -1.23 -0.05  0.139
14 H 3.47 -0.68 -2.27  0.133
15 H 3.52 -1.08 1.97  0.133
16 H 1.10 -0.01 -2.13  0.171
17 H 1.18 -0.32 2.04  0.146
18 H -0.91 -1.31 0.29  0.171
19 H -1.47 2.06 1.00  0.199
20 H -3.71 -1.19 -1.57  0.160
21 H -3.20 -2.29 -0.39  0.118
22 H -4.46 -1.17 0.12  0.159
23 H -2.94 0.61 -0.58  0.184
24 H 0.03 3.74 0.67  0.190
25 H 1.44 2.62 0.32  0.196

Its LUMO energy is -0.336 Ha. For the orbital gap, the calculation gives 7.61 eV. The SMILES is CN/C=[N+](\C=[NH2+])c1ccccc1. The net charge is +2.



Q: Which of them is the least stable? A: arrangement x.



Arrangement w

Molecular formula: C3H3BrO
Method: DFT, ωB97M-V with the def2-TZVPD basis set

Each line ends with the Löwdin charge.
Cartesian coordinates (Å):
1 C -1.18 0.47 -0.37  0.094
2 C 0.11 0.09 -0.51  -0.169
3 C 0.75 -0.59 0.65  -0.833
4 O 0.14 -1.13 1.54  0.022
5 Br 2.63 -0.23 0.77  0.727
6 H -1.53 0.96 -1.27  0.082
7 H -1.57 0.24 0.53  0.040
8 H 0.65 0.19 -1.34  0.038

Its LUMO energy is -0.007 Ha. For the orbital gap, the calculation gives 10.37 eV. The SMILES is C=CC(=O)Br. The net charge is 0.



Arrangement x

Molecular formula: C3H3BrO
Method: DFT, ωB97M-V with the def2-TZVPD basis set

Each line ends with the Löwdin charge.
Cartesian coordinates (Å):
1 C -0.18 -0.56 -0.31  -0.873
2 C -0.31 -0.37 -1.74  0.036
3 C -0.02 0.67 0.50  -0.142
4 O 0.83 -0.77 -1.32  0.018
5 Br -0.68 -2.10 0.88  0.658
6 H 1.13 0.87 0.71  0.129
7 H -0.42 0.66 1.48  0.038
8 H -0.35 1.61 -0.21  0.137

Its LUMO energy is -0.003 Ha. For the orbital gap, the calculation gives 9.78 eV. The net charge is 0.



Arrangement y

Molecular formula: C3H3BrO
Method: DFT, ωB97M-V with the def2-TZVPD basis set

Each line ends with the Löwdin charge.
Cartesian coordinates (Å):
1 C 1.10 0.16 -0.01  -0.304
2 C 0.96 1.39 0.68  0.033
3 C 1.32 -1.04 -0.38  0.052
4 O 0.99 1.48 -0.59  0.069
5 Br -4.10 0.88 0.39  0.395
6 H 1.36 -1.40 -1.36  0.047
7 H -2.96 0.34 0.78  -0.399
8 H 1.35 -1.81 0.47  0.106

Its LUMO energy is -0.005 Ha. For the orbital gap, the calculation gives 9.81 eV. The net charge is 0.



Q: Which of them is the least stable? A: arrangement y.